(1)
Below is a 6-piece molecular cluster, C21H35NO8 overall, with properties calculated with ωB97M-V/def2-TZVPD.

## Properties
HOMO energy = -10.0960 eV
relative energy (zero: lowest compared OMol25 entry of this formula, charge and spin) = 137.80 kJ/mol
SMILES = N#COc1cccc2c1C(=O)C=CC2=O.CCO.CCO.CCO.CCO.CCO
orbital gap = 8.697 eV
total charge = 0

CARTESIAN COORDINATES (ANGSTROEM)
O: 3.47871 -0.07681 0.73986
O: -1.80013 -0.64484 0.19283
O: 1.59291 0.63324 -6.81830
O: -1.93146 0.43973 6.21290
O: 4.09440 -0.19702 -5.31033
O: 0.27782 1.16287 4.28906
O: -3.06814 -0.55435 3.91556
O: -1.51467 -1.46614 -2.32297
N: -2.19493 -3.82167 -2.25524
C: -0.12492 -1.28574 -2.08629
C: 0.32952 -0.85270 -0.84946
C: 1.71863 -0.69749 -0.71008
C: 0.59858 1.61354 -6.51569
C: -2.91381 -2.85111 3.12918
C: 0.71502 -1.54379 -3.14527
C: 1.34476 -0.06929 1.71433
C: 5.28151 -0.76509 -5.85360
C: -0.59194 -0.57168 0.30122
C: -0.45456 2.35035 3.99137
C: 2.08431 -1.38155 -2.98424
C: -4.28867 0.67852 6.78362
C: -0.36097 3.30456 5.15935
C: -0.60377 1.00863 -5.81776
C: 0.02765 -0.20204 1.58445
C: -1.87330 -2.71361 -2.28779
C: -3.77877 -1.79204 3.77868
C: 5.90333 0.12427 -6.91404
C: 2.57853 -0.96744 -1.76111
C: -2.97774 1.37519 6.47765
C: 2.28999 -0.25791 0.59873
H: -4.17790 0.02538 7.65008
H: -0.59931 -0.08529 2.45677
H: -2.58435 -2.52359 2.14044
H: 1.74525 0.17740 2.68903
H: 1.19855 -0.02319 -7.40118
H: 5.96682 -0.89731 -5.01692
H: -2.66755 1.98515 7.32555
H: 3.64190 -0.84812 -1.61207
H: 6.13125 1.10557 -6.49745
H: 0.29440 2.11884 -7.43728
H: -0.02900 2.75961 3.07501
H: -2.82243 -0.28162 3.02327
H: 3.45818 -0.08026 -6.02729
H: -1.08560 0.26045 -6.45217
H: -0.29731 0.51571 -4.89456
H: 0.29100 -1.87365 -4.08386
H: 2.73647 -1.58634 -3.82087
H: -4.59903 0.06482 5.93698
H: -5.07736 1.40365 6.98987
H: 5.06287 -1.75517 -6.27048
H: -0.90182 4.23804 4.99457
H: -2.22735 -0.07387 5.44370
H: -4.07936 -2.09611 4.78069
H: -3.44379 -3.79836 3.02931
H: 0.67662 3.54298 5.39449
H: -1.34072 1.77475 -5.57544
H: -3.09111 2.03119 5.60781
H: -0.77985 2.79298 6.02532
H: -0.06987 0.81601 5.12429
H: -2.01533 -3.02395 3.72478
H: 1.08669 2.34506 -5.87449
H: 5.21226 0.27052 -7.74718
H: 6.82340 -0.31368 -7.30397
H: -4.68412 -1.61714 3.19080
H: -1.50806 2.10745 3.79875

(2)
Below is C28H28N3Si2Sn as an isolated structure, with properties calculated with ωB97M-V/def2-TZVPD.

## Properties
HOMO energy = -2.2302 eV
relative energy (zero: lowest compared OMol25 entry of this formula, charge and spin) = 26.53 kJ/mol
orbital gap = 4.597 eV
total charge = -1

CARTESIAN COORDINATES (ANGSTROEM)
Sn: 0.00563 0.02181 0.08389
Si: 0.65052 -1.58935 2.04741
Si: -0.12362 1.78437 2.40083
N: 2.29499 -0.29749 -0.42028
N: -1.93860 -1.32600 0.12640
N: 0.32211 -2.00354 -1.27566
C: -3.14511 -4.41779 -1.42547
C: 0.38506 1.18392 5.21313
C: 3.22011 0.44717 0.14387
C: 1.01673 -0.92967 6.12858
C: -4.01477 -1.89969 1.13493
C: 1.57700 -2.18370 -1.74619
C: 0.98226 -1.46338 4.85615
C: 0.65134 -0.68910 3.74905
C: 3.36068 -3.29134 -3.02924
C: 2.62032 -1.34259 -1.19196
C: 0.34425 0.66655 3.92238
C: 2.02359 -3.10135 -2.70857
C: -4.07789 -3.03997 0.37505
C: -3.05705 -3.32068 -0.55532
C: -0.78749 -2.75832 -1.44085
C: -2.93410 -1.04823 0.93817
C: 4.96722 -0.84185 -0.79246
C: -2.12763 -4.62522 -2.32026
C: 4.58034 0.18849 0.02498
C: -0.98755 -3.83346 -2.31942
C: -1.93104 -2.44850 -0.60448
C: 4.35604 -2.59489 -2.39412
C: 2.40598 -2.38797 1.97348
C: 0.71498 0.40767 6.30885
C: -1.80181 2.57171 2.99111
C: 3.99361 -1.60746 -1.46561
C: 1.10430 3.27790 2.61614
C: -0.51466 -3.09783 2.35032
H: 3.17744 -1.63032 2.06915
H: 0.73886 0.83751 7.30369
H: 2.55567 -3.11833 2.76287
H: 2.56013 -2.88899 1.02267
H: 5.30218 0.78557 0.56534
H: -2.84535 -0.11364 1.46848
H: 1.21969 -2.51144 4.72289
H: -4.02921 -5.03799 -1.40790
H: -2.20673 -5.42705 -3.04499
H: 0.15207 2.22782 5.37296
H: -1.69445 3.13265 3.91529
H: 1.33154 -3.69817 -3.27074
H: -0.64890 -3.66884 1.43681
H: -0.25792 -4.08512 -3.06475
H: 2.13503 2.94130 2.55068
H: 5.40005 -2.74649 -2.62556
H: 0.95404 4.01964 1.83578
H: -2.55107 1.80267 3.15526
H: 2.84866 1.26989 0.73351
H: -4.77478 -1.66312 1.86633
H: -2.19488 3.25455 2.24202
H: -1.49698 -2.76642 2.67250
H: 3.61692 -4.01138 -3.79752
H: 6.01115 -1.09013 -0.93248
H: -0.12370 -3.76965 3.10863
H: 1.27725 -1.55335 6.97374
H: -4.89617 -3.74043 0.47585
H: 0.98036 3.78263 3.57017

(3)
Below is C51H127N8O17Zn as an isolated structure, with properties calculated with ωB97M-V/def2-TZVPD.

## Properties
HOMO energy = -10.1112 eV
relative energy (zero: lowest compared OMol25 entry of this formula, charge and spin) = 1069.04 kJ/mol
orbital gap = 4.181 eV
total charge = +1

CARTESIAN COORDINATES (ANGSTROEM)
Zn: -21.34015 7.69838 12.91368
O: -10.92319 10.26525 11.01217
O: -20.60134 5.83691 12.91572
O: -26.73416 5.19984 13.90697
O: -15.49066 0.99059 12.44975
O: -14.56907 4.74185 5.81914
O: -14.91502 6.55444 16.37119
O: -21.09624 4.59273 17.73424
O: -18.27473 6.99178 9.63006
O: -16.71407 10.86742 17.89114
O: -18.61424 1.16313 7.56767
O: -23.41045 4.76484 10.95115
O: -11.39505 -2.36192 9.95084
O: -19.32388 2.23363 20.73465
O: -15.99429 -0.10145 16.36190
O: -20.94866 10.89346 9.12682
O: -20.10874 1.08086 12.74080
O: -14.41327 6.09016 11.97652
N: -13.55728 8.42669 10.58261
N: -14.59890 9.33132 16.02419
N: -24.09578 4.62490 13.48210
N: -20.55184 8.16632 11.09939
N: -16.71512 2.07227 17.98080
N: -21.83038 2.05105 15.20375
N: -13.22955 -0.32787 10.93072
N: -17.38603 3.99843 6.27292
C: -16.74454 2.18847 16.50800
C: -16.42716 11.01273 16.49531
C: -21.67925 2.63156 16.53717
C: -11.56735 -2.23446 11.30095
C: -9.66154 10.67682 10.48021
C: -16.35893 3.13904 6.83379
C: -15.98025 9.72060 15.80371
C: -15.77373 5.41241 16.45671
C: -11.98124 -0.77568 11.57209
C: -19.22211 8.73939 10.97703
C: -20.36422 5.85583 17.65210
C: -15.44371 0.24575 11.21913
C: -18.02552 2.19746 18.62954
C: -15.19030 6.59784 10.96555
C: -21.05541 4.04345 16.38952
C: -21.54334 8.74671 10.12148
C: -19.26642 0.33781 6.81853
C: -18.65068 3.26499 6.27396
C: -18.48838 8.36177 9.60716
C: -22.56378 4.98854 9.93841
C: -28.09331 4.82384 13.57690
C: -20.84320 0.99018 14.95863
C: -15.52249 10.46487 18.71058
C: -24.64282 4.71003 14.86696
C: -16.62743 1.83558 12.42952
C: -23.31116 3.50397 11.50958
C: -19.29591 2.30239 22.13810
C: -18.09854 1.82697 20.13236
C: -15.02484 3.98172 7.02416
C: -26.16361 4.42359 14.91201
C: -14.90441 8.11916 10.85786
C: -20.05267 0.71235 11.38895
C: -19.56573 4.92865 13.02484
C: -17.78720 6.35871 8.46006
C: -14.86957 7.08991 15.02469
C: -12.03013 10.27652 10.05048
C: -14.46164 -0.88651 11.47003
C: -19.29112 4.25606 11.67565
C: -20.89747 0.26652 13.56424
C: -14.23354 4.64757 12.10694
C: -13.23882 5.43338 5.96845
C: -16.02169 -1.32203 15.76822
C: -16.98431 0.77798 15.89666
C: -21.00151 12.39965 9.05789
C: -14.09408 8.36884 14.98482
C: -21.82779 10.28010 10.00705
C: -24.22931 3.42941 12.74596
C: -12.22425 -3.37954 9.45257
C: -13.31026 9.86661 10.65654
C: -19.09718 2.50391 7.66634
C: -18.34413 5.36904 13.86485
H: -22.88237 10.44988 9.78992
H: -18.26337 6.87581 7.62701
H: -14.78580 8.87421 16.90522
H: -19.16547 1.12092 10.90518
H: -15.49633 8.58737 10.07141
H: -21.51729 4.90720 10.23226
H: -20.21513 7.28718 10.73356
H: -17.84191 0.77122 20.21981
H: -16.23564 6.63105 11.27256
H: -14.30098 6.51947 14.29025
H: -16.01059 9.86217 14.72337
H: -17.97776 4.37351 14.11539
H: -16.68522 2.31722 13.40562
H: -26.75421 4.47760 15.82655
H: -20.45196 -0.71481 13.72740
H: -14.72218 -1.88278 11.11272
H: -12.40141 -4.26109 10.06866
H: -21.63366 4.68125 15.72098
H: -15.08610 8.54431 11.84496
H: -16.16848 1.22692 18.06237
H: -17.62847 2.77842 16.26569
H: -23.84793 2.63849 13.39180
H: -22.02599 12.75723 9.16125
H: -20.47950 12.91348 9.86509
H: -19.52821 4.79683 10.75943
H: -15.28192 4.41676 12.29599
H: -13.83562 4.28128 11.16060
H: -28.82789 4.61031 14.35336
H: -12.40198 4.76751 6.17923
H: -18.42623 3.19272 18.43726
H: -19.28320 5.82136 17.51683
H: -22.70294 4.51308 8.96750
H: -20.42935 12.84494 8.24399
H: -13.16481 -2.88852 9.20289
H: -13.37887 10.21791 11.68610
H: -26.17255 3.37298 14.62175
H: -16.26357 2.15145 6.38248
H: -28.55420 5.52092 12.87707
H: -14.55302 10.93542 18.54682
H: -21.92708 0.01891 13.30599
H: -18.65408 8.48342 11.87141
H: -19.39870 3.94972 5.87432
H: -19.97504 -0.37249 11.31685
H: -13.55475 4.47197 12.94152
H: -19.98531 3.41648 11.63956
H: -17.93763 0.30216 16.12661
H: -15.61112 4.96745 17.43838
H: -15.87312 7.23490 14.62476
H: -17.45356 1.12752 12.49482
H: -16.60063 2.90235 7.86996
H: -14.12600 10.34050 10.11055
H: -9.67018 11.64559 9.98068
H: -17.24163 2.25880 20.64940
H: -16.88485 0.83100 14.81250
H: -15.10567 4.69986 7.84015
H: -15.43421 9.38541 18.58787
H: -15.23737 6.16327 9.96703
H: -19.28416 9.80395 11.20286
H: -15.50293 4.68882 15.68782
H: -11.78134 9.62791 9.21052
H: -18.62236 2.98716 22.65340
H: -20.17002 0.05752 7.35987
H: -17.11286 4.20064 5.32182
H: -15.25835 0.80734 10.30352
H: -19.17457 1.34392 22.64279
H: -21.45751 8.25166 9.15419
H: -15.59511 -1.39753 14.76801
H: -18.59395 2.53417 5.46725
H: -13.14643 0.67423 11.02546
H: -18.91509 8.69529 8.66123
H: -18.27143 3.87130 11.65836
H: -24.15159 3.96363 15.49121
H: -15.82435 11.91761 16.41844
H: -14.41581 -1.12607 12.53239
H: -22.64271 2.88084 16.98182
H: -19.89641 4.06132 13.59620
H: -15.81796 10.42226 19.75890
H: -24.47472 5.71441 15.25562
H: -12.00031 -0.76113 12.66182
H: -17.58746 8.97049 9.53031
H: -13.02832 8.32856 15.20990
H: -22.24709 3.35499 11.69303
H: -17.00499 -1.57521 15.37183
H: -16.73802 5.88792 16.27743
H: -15.79490 2.52960 16.09580
H: -16.50090 2.61701 11.68021
H: -14.14031 3.40054 7.28483
H: -20.70813 6.42085 16.78574
H: -19.60509 0.57569 5.81015
H: -20.25457 2.75572 22.39022
H: -23.82676 2.72624 10.94620
H: -12.88806 6.04195 5.13495
H: -11.26123 -0.08000 11.14113
H: -20.48875 6.50719 18.51715
H: -16.35450 -0.27961 10.93179
H: -16.62045 8.95909 16.24909
H: -10.58516 -2.43706 11.72797
H: -11.83225 -3.54709 8.44939
H: -13.31142 6.19883 6.74106
H: -14.03934 8.98058 14.08433
H: -19.90117 1.51711 15.11035
H: -15.70323 -2.12233 16.43622
H: -20.93750 0.28147 15.78140
H: -17.62233 6.00792 13.35598
H: -12.33361 -2.81333 11.81657
H: -12.13740 11.28740 9.65716
H: -18.59650 5.93702 14.76028
H: -16.69965 6.37920 8.53018
H: -21.69120 10.67010 11.01567
H: -18.75684 3.00552 8.57225
H: -17.42996 11.29872 16.17800
H: -28.21046 3.84719 13.10729
H: -20.07129 4.04628 15.92089
H: -12.98913 7.97707 11.28628
H: -20.18227 2.46422 7.57100
H: -18.25936 5.37707 8.42021
H: -23.09441 4.75123 13.51958
H: -20.88229 1.26882 10.95285
H: -22.62914 6.01367 9.57378
H: -18.66191 -0.56852 6.78333
H: -21.07635 1.99975 17.18941
H: -8.84601 10.64881 11.20287
H: -25.24213 3.06984 12.56428
H: -22.52666 8.33902 10.35592
H: -21.56929 2.79360 14.57085
H: -18.80463 1.62055 18.13126
H: -9.34221 9.91720 9.76670

(4)
Below is a 5-piece molecular cluster, C45H62N8O3 overall, with properties calculated with ωB97M-V/def2-TZVPD.

## Properties
HOMO energy (spin up / spin down) = -14.1284 / -17.6119 eV
orbital gap (spin up / spin down) = 2.494 / 5.978 eV
2S+1 = 2
total charge = +5

CARTESIAN COORDINATES (ANGSTROEM)
O: -0.04900 -1.02500 2.38766
O: 0.72372 0.83693 1.72536
O: 2.02847 -0.75533 1.98809
N: -1.93986 3.40070 1.98943
N: -0.14142 8.84429 -2.12599
N: -7.36051 -4.89148 -3.26784
N: 0.16336 3.84894 -6.01506
N: -3.13820 -3.72166 2.32281
N: 0.94245 -0.30629 2.08146
N: 0.73364 -1.55222 -1.63065
N: 5.09157 -2.88680 3.50009
C: -4.21847 -5.11132 0.73197
C: -6.37834 -3.93978 -3.39420
C: 6.36214 -4.94111 4.50462
C: -0.30167 -1.43691 -2.46442
C: 0.50737 0.75478 -3.19143
C: -1.89285 4.68980 2.52930
C: 0.05555 4.94366 -7.04691
C: -2.21528 -3.54120 3.44688
C: -1.23124 5.68043 0.44378
C: 0.54638 8.67145 -0.93525
C: -4.80930 -4.03807 0.06664
C: -1.64476 7.10126 -1.56840
C: 3.97418 -3.15202 4.59983
C: 0.30847 9.94925 -2.98287
C: -4.47487 -2.79168 0.54434
C: 0.08762 7.67949 -0.03677
C: -3.65812 -2.60361 1.73578
C: -7.53468 -5.46701 -2.09679
C: 1.63366 0.58259 -2.34590
C: 0.94541 2.78841 -6.27644
C: -0.93772 6.86367 -0.43821
C: -8.29771 -5.05395 -4.38347
C: -1.25869 4.38648 -0.14584
C: 6.49256 0.61717 2.43001
C: 1.16318 1.79549 -5.28724
C: 6.04470 -0.87819 2.26322
C: 1.67172 -0.55885 -1.53174
C: -1.23890 8.13442 -2.42888
C: 3.99316 -4.62064 5.24851
C: 0.37373 1.81549 -4.14880
C: 5.36444 -5.21905 5.64932
C: -2.40289 2.25524 2.81846
C: -0.62503 3.88021 -4.87925
C: -3.42145 -4.92780 1.88138
C: -1.57540 3.26528 0.67277
C: 0.55355 -2.63496 -0.61629
C: 4.64086 -3.71832 2.21863
C: 6.49218 -3.48821 4.03204
C: -5.75214 -4.25328 -1.06456
C: -5.53895 -3.68071 -2.31513
C: -6.81695 -5.11626 -0.95834
C: -1.47175 5.76910 1.82082
C: -0.40214 -0.28218 -3.24065
C: -0.59607 2.79644 -3.96418
C: 5.22654 -1.36869 3.40203
H: -0.77840 4.53196 -7.61537
H: 0.96135 5.00233 -7.65038
H: -0.30560 10.05406 -3.87732
H: 5.63956 1.26367 2.63621
H: -3.46127 2.12825 2.59084
H: -2.84748 -3.64731 4.32845
H: 5.63135 -4.73407 6.58829
H: -1.71512 1.44478 2.57716
H: -1.42840 2.27771 0.26107
H: 0.21520 10.91256 -2.48144
H: 3.30544 -4.74265 6.08532
H: -8.30641 -6.13523 -4.52078
H: 6.03842 -5.56734 3.67327
H: -1.32548 -0.18377 -3.79214
H: 5.26560 -6.29993 5.74939
H: -3.07914 -5.72987 2.51849
H: 2.39556 -0.76704 -0.75771
H: 3.66882 -5.24161 4.41346
H: -0.27095 5.88190 -6.59836
H: 2.96606 -2.87343 4.29295
H: 3.85191 -3.14989 1.72613
H: -2.47762 6.49670 -1.89589
H: 6.71180 -2.81002 4.85661
H: 1.34229 9.68508 -3.20539
H: 5.53894 -3.69360 1.60143
H: -9.26385 -4.66182 -4.06580
H: -1.78156 8.42088 -3.31762
H: 1.94761 1.08430 -5.50000
H: 7.24545 -3.36643 3.25368
H: 7.02798 1.07883 1.60037
H: 6.92818 -1.50716 2.15388
H: -0.94229 4.18379 -1.15837
H: 1.40013 9.32256 -0.81881
H: -4.81210 -1.89226 0.05065
H: 5.35091 -0.96865 1.42741
H: -7.94964 -4.43575 -5.21098
H: -8.31482 -6.21111 -2.03271
H: -0.18776 -2.28092 0.10010
H: 5.81259 -1.02202 4.25318
H: 4.34294 -4.74105 2.44965
H: 7.37103 -5.34442 4.59170
H: -7.09888 -5.59495 -0.03218
H: -1.23532 4.76326 -4.76022
H: -4.71568 -3.02181 -2.54856
H: 1.46587 -2.74946 -0.03092
H: -2.21212 4.72943 3.56027
H: -2.13611 2.54655 3.83436
H: 4.29772 -2.53293 5.43658
H: 0.35474 -3.56072 -1.15624
H: -1.73720 -2.56446 3.52124
H: -6.34008 -3.53632 -4.39528
H: 7.17730 0.67469 3.27613
H: -1.54399 6.77986 2.19439
H: 2.36826 1.32563 -2.07270
H: -3.37542 -1.65326 2.16392
H: 1.48061 2.69701 -7.21003
H: -1.49934 -4.36185 3.49225
H: 4.19898 -1.00746 3.44374
H: -1.06134 -2.20457 -2.46288
H: 0.63315 7.43806 0.86352
H: -4.35646 -6.12928 0.39866
H: -1.17229 2.81183 -3.05087

(5)
Below is C5H9NO as an isolated structure, with properties calculated with ωB97M-V/def2-TZVPD.

## Properties
HOMO energy = -9.9147 eV
relative energy (zero: lowest compared OMol25 entry of this formula, charge and spin) = 235.48 kJ/mol
orbital gap = 10.834 eV
total charge = 0

CARTESIAN COORDINATES (ANGSTROEM)
O: 1.07382 1.52598 -0.72415
N: 2.29782 0.10241 0.75257
C: -0.36531 1.33765 -0.71553
C: -0.20617 0.02735 0.07062
C: -0.03864 -1.24716 -0.73016
C: -1.22279 -0.34864 1.12746
C: 1.25944 0.49940 0.16646
H: 3.08446 0.73531 0.59941
H: -1.10393 -1.76603 -0.70682
H: 0.38853 -1.03900 -1.72460
H: -0.82257 2.15929 -0.15117
H: -0.82654 -1.04513 1.86969
H: -1.90806 -1.06587 0.46927
H: -1.67194 0.51231 1.65897
H: -0.77925 1.28885 -1.72500
H: 0.64949 -1.88906 -0.15519

Max |F| (eV/Å)
0.4; 1.4; 6.8; 5.2; 3.1
Electronic energy (Ha)
-1477.7774; -2041.4064; -5514.7738; -2413.7037; -325.8479